P:
A cluster of 5 separate species, CH12O5 in total. Source: the OMol25 dataset; level of theory: ωB97M-V/def2-TZVPD.

Summary:
- Net charge: 0
- Orbital gap: 11.23 eV
- Structure (SMILES): CO.O.O.O.O

CARTESIAN COORDINATES (ANGSTROEM)
1 O 1.40615 -0.70173 3.02983
2 O -1.45909 -0.28807 -1.14147
3 O 1.54329 0.73573 0.20148
4 O 1.02709 0.38138 -2.59660
5 O -1.04573 1.30690 1.25308
6 C -1.73854 -1.69070 -1.08495
7 H -1.49296 2.12388 1.04776
8 H -0.93675 -2.34712 -1.41330
9 H 1.96574 0.17001 -2.51963
10 H -1.01420 -0.06154 -1.95940
11 H -2.62580 -1.89310 -1.69536
12 H 0.70685 0.71693 0.68209
13 H 0.47062 -0.70539 3.28438
14 H 2.03433 1.32129 0.77659
15 H -2.06503 -1.86454 -0.06448
16 H 1.74086 -0.01497 3.61654
17 H 0.80768 0.73837 -1.72344
18 H -1.34844 0.62702 0.63223

Atomic partial charges in e from the natural (NBO) method, atoms 1 to 4: -0.9291 -0.7712 -0.9700 -0.9782



Q:
A cluster of 5 separate species, CH12O5 in total. Source: the OMol25 dataset; level of theory: ωB97M-V/def2-TZVPD.

Summary:
- Net charge: 0
- Orbital gap: 10.98 eV
- Structure (SMILES): CO.O.O.O.O

CARTESIAN COORDINATES (ANGSTROEM)
1 O 2.66380 -2.04063 0.07852
2 O -0.36595 -0.03310 1.40762
3 O -3.43319 1.29581 0.66927
4 O -0.33194 -1.66381 -1.53735
5 O -1.01876 4.70191 0.53998
6 C 3.11508 -2.67029 -1.15395
7 H 4.16750 -2.87045 -1.02587
8 H -1.11430 5.64722 0.49292
9 H 0.20977 -2.29595 -0.95729
10 H 2.44704 -3.52088 -1.02454
11 H -0.64284 -0.75922 0.77888
12 H -1.70288 4.30792 0.02313
13 H 3.01185 -1.96561 -1.97854
14 H -3.93026 1.43978 -0.13351
15 H -0.44897 -0.33073 2.34086
16 H -1.22301 -1.93645 -1.30476
17 H 2.98368 -1.13673 0.06635
18 H -2.55977 1.36136 0.38176

Atomic partial charges in e from the natural (NBO) method, atoms 1 to 4: -0.7420 -0.9610 -0.9294 -0.9385



Least stable: Q



P:
A cluster of 3 separate species, C2H8BrO2 in total. Source: the OMol25 dataset; level of theory: ωB97M-V/def2-TZVPD.

Summary:
- Net charge: -1
- Orbital gap: 8.18 eV

CARTESIAN COORDINATES (ANGSTROEM)
1 Br -0.06265 1.07553 2.29899
2 O -1.80444 -0.13844 -0.53510
3 O 1.90978 -0.16523 -0.07705
4 C 2.78688 0.86712 -0.38484
5 C -2.70413 -1.16263 -0.09424
6 H -2.71414 -1.85350 -0.93727
7 H 3.44007 0.33757 -1.07841
8 H -1.42066 0.31318 0.22011
9 H 2.25323 1.61016 -0.97747
10 H 3.31503 1.38030 0.41877
11 H -3.71522 -0.77600 0.03355
12 H -2.44742 -1.76437 0.77760
13 H 1.16372 0.27627 0.33534

Atomic partial charges in e from the natural (NBO) method, atoms 1 to 4: -0.9496 -0.7555 -0.7457 -0.2408



Q:
A cluster of 3 separate species, C2H8BrO2 in total. Source: the OMol25 dataset; level of theory: ωB97M-V/def2-TZVPD.

Summary:
- Net charge: -1
- Orbital gap: 8.29 eV

CARTESIAN COORDINATES (ANGSTROEM)
1 Br -0.02421 -1.04821 1.06848
2 O -1.99586 1.64952 1.13443
3 O 2.22268 -1.93999 -1.25289
4 C -3.35276 1.56335 0.80787
5 C 3.37545 -1.14633 -1.11869
6 H 3.14870 -0.13123 -1.45675
7 H 3.76066 -1.11590 -0.09410
8 H 4.17457 -1.57365 -1.72584
9 H -3.79634 0.61019 1.14117
10 H -1.59553 0.75704 1.05306
11 H -3.54381 1.62411 -0.26851
12 H 1.54406 -1.56782 -0.64624
13 H -3.91763 2.31893 1.35802

Atomic partial charges in e from the natural (NBO) method, atoms 1 to 4: -0.9257 -0.7613 -0.7678 -0.2382



Least stable: P



P:
A cluster of 2 separate species, C2H2BrFO in total. Source: the OMol25 dataset; level of theory: ωB97M-V/def2-TZVPD.

Summary:
- Net charge: 0
- Orbital gap (alpha / beta): 8.99 / 5.66 eV

CARTESIAN COORDINATES (ANGSTROEM)
1 Br -3.29194 0.00401 0.21590
2 F -0.20733 -1.55626 0.05523
3 O 1.14076 1.58065 -0.08581
4 C 0.36728 -0.50789 -0.48689
5 C 0.74180 0.52138 0.41864
6 H 1.08141 0.23967 1.48534
7 H 0.16801 -0.28156 -1.60241

Atomic partial charges in e from the natural (NBO) method, atoms 1 to 4: 0.0001 -0.3015 -0.4888 0.2656



Q:
A structure of composition C2H2BrFO. Source: the OMol25 dataset; level of theory: ωB97M-V/def2-TZVPD.

Summary:
- Net charge: 0
- Orbital gap: 8.05 eV

CARTESIAN COORDINATES (ANGSTROEM)
1 Br -1.77768 -0.73591 1.43936
2 F -0.76235 -0.41219 -1.51590
3 O 1.48105 0.70721 0.89488
4 C -0.04603 -0.49328 -0.42373
5 C 0.56739 0.72787 0.11489
6 H 0.12175 1.66771 -0.25013
7 H 0.41588 -1.46141 -0.25935

Atomic partial charges in e from the natural (NBO) method, atoms 1 to 4: -0.2883 -0.2784 -0.4455 0.3538



Least stable: P



P:
An isolated molecule of C9H10N2O3. Source: the OMol25 dataset; level of theory: ωB97M-V/def2-TZVPD.

Summary:
- Net charge: 0
- Orbital gap (alpha / beta): 6.93 / 6.93 eV

CARTESIAN COORDINATES (ANGSTROEM)
1 O -0.38935 0.66165 -2.94610
2 O -2.79551 -2.40105 -0.31911
3 O -0.83466 -3.10195 -0.74640
4 N -1.69144 -2.20475 -0.85171
5 N 0.87132 -0.08879 0.25973
6 C -0.83648 1.05335 1.35653
7 C 0.37850 1.97420 3.38401
8 C 1.01874 -0.97404 -2.07503
9 C 0.46011 1.21672 2.08967
10 C 1.42485 0.48121 1.40041
11 C -0.40969 0.31523 0.26100
12 C 1.50124 -0.66373 -0.86242
13 C -0.38881 -0.73982 -2.55782
14 C -1.46768 -1.04213 -1.59767
15 H -0.36093 -1.26203 -3.53380
16 H 2.54218 0.42407 1.38106
17 H -1.73602 1.58731 1.56073
18 H 1.30633 1.69171 3.97992
19 H 2.54910 -0.94267 -0.59914
20 H 0.48550 3.09979 3.05690
21 H 1.64127 -1.51387 -2.72762
22 H -0.39163 1.17335 -2.08657
23 H -2.40371 -0.55737 -1.78759
24 H -0.47322 1.81362 3.96100

Atomic partial charges in e from the natural (NBO) method, atoms 1 to 4: -0.6909 -0.3767 -0.3877 0.4382



Q:
An isolated molecule of C9H10N2O3. Source: the OMol25 dataset; level of theory: ωB97M-V/def2-TZVPD.

Summary:
- Net charge: 0
- Orbital gap: 9.02 eV
- Structure (SMILES): C[C@H]([C@H](N=O)c1ccccc1)[N+](=O)[O-]

CARTESIAN COORDINATES (ANGSTROEM)
1 O 3.77527 0.59908 1.16680
2 O 3.16177 2.25668 2.38766
3 O 2.10157 2.58643 -1.77174
4 N 1.41613 2.32340 -0.81311
5 N 2.94272 1.32983 1.64842
6 C 1.53199 1.04763 1.33114
7 C -1.11809 -1.12487 -2.20558
8 C -2.30453 -0.50085 -1.85941
9 C 0.08349 -0.66828 -1.69505
10 C 1.41988 0.94930 -0.34707
11 C 0.10289 0.41102 -0.81957
12 C 1.13568 -0.27906 1.94945
13 C -2.28822 0.57917 -0.99288
14 C -1.09111 1.04025 -0.47632
15 H -3.23772 -0.85560 -2.27286
16 H 1.00967 -1.14852 -1.97658
17 H -1.07672 1.89665 0.17881
18 H 0.10398 -0.51587 1.69903
19 H -3.21006 1.07435 -0.72896
20 H 0.92703 1.88458 1.67576
21 H 1.78003 -1.07291 1.57707
22 H -1.11453 -1.96053 -2.88904
23 H 2.26386 0.35136 -0.70639
24 H 1.22871 -0.23171 3.03368

Atomic partial charges in e from the natural (NBO) method, atoms 1 to 4: -0.3847 -0.3595 -0.2551 0.1376



Least stable: P